C5H8O in the gas phase. Source: OMol25; level of theory: ωB97M-V with the def2-TZVPD basis set.

```
14
Properties=species:S:1:pos:R:3
C -0.06 -1.12 -0.64
C -1.09 -1.07 0.44
C 0.23 -0.30 0.57
C 0.28 1.18 0.49
C 1.07 1.94 1.23
H -1.00 -0.92 -2.34
H 0.56 -2.04 -0.73
H -1.27 -1.95 1.06
H -1.97 -0.46 0.24
H 0.96 -0.74 1.26
H -0.36 1.60 -0.26
H 1.10 3.02 1.11
H 1.74 1.48 1.96
O -0.29 -0.47 -1.86
```

Its highest occupied orbital energy is -9.08 eV. The SMILES is C=C[C@H]1C[C@H]1O. Its max |F| is 0.9 eV/Å. The spin multiplicity is 1. Its energy above the lowest of the compared OMol25 structures with the same formula, charge and spin is 1.8439 eV. The value obtained for the gap between HOMO and LUMO is 10.0536 eV.